*A*
Molecular formula: C3H13NO3
Method: DFT, ωB97M-V with the def2-TZVPD basis set

Its spin multiplicity is 1. The HOMO energy is -8.954 eV. The total charge is 0. The gap between HOMO and LUMO comes out at 7.56 eV.

Each atom is followed by the atoms it is bonded to, with distances in Å.
CARTESIAN COORDINATES (ANGSTROEM)
1 C 1.70 -1.69 0.06  C2 1.535, H5 1.088, H6 1.078, H7 1.091
2 C 1.61 -0.19 -0.26  C1 1.535, C3 1.392, H8 1.104
3 C 1.35 0.79 0.69  C2 1.392, N4 1.336, H9 1.093
4 N 0.45 1.78 0.65  C3 1.336, H10 1.023, H11 1.014
5 H 2.24 -1.86 0.99  C1 1.088
6 H 0.68 -2.04 0.08  C1 1.078
7 H 2.13 -2.20 -0.80  C1 1.091
8 H 1.73 0.15 -1.30  C2 1.104
9 H 1.78 0.64 1.68  C3 1.093
10 H -0.09 1.98 -0.20  N4 1.023
11 H -0.19 1.71 1.42  N4 1.014
12 H -1.30 0.68 -1.42  O14 1.033
13 H -1.00 1.79 -2.51  O14 0.966
14 O -0.55 1.12 -1.97  H12 1.033, H13 0.966
15 H -0.32 -0.51 -0.57  no bonds
16 H -1.53 -0.89 2.46  O17 0.958
17 O -1.25 -0.57 1.60  H16 0.958, H19 1.011
18 H -3.20 0.06 -0.77  O20 0.959
19 H -1.96 -0.55 0.88  O17 1.011
20 O -2.27 -0.19 -0.69  H18 0.959

Here are the Mulliken charges for atoms 1 to 2, given in e: number 1, C, carries -0.76; number 2, C, carries -0.41

*B*
Molecular formula: C3H13NO3
Method: DFT, ωB97M-V with the def2-TZVPD basis set

Its spin multiplicity is 1. The HOMO energy is -9.103 eV. The total charge is 0. The gap between HOMO and LUMO comes out at 9.71 eV.

Each atom is followed by the atoms it is bonded to, with distances in Å.
CARTESIAN COORDINATES (ANGSTROEM)
1 C -0.59 1.41 0.81  C2 1.345, H5 1.155, H6 1.134
2 C -0.19 0.22 0.34  C1 1.345, C3 1.562, N4 1.367
3 C 0.56 -0.80 1.26  C2 1.562, H7 1.141, H8 1.106, H9 1.108
4 N -0.45 -0.25 -0.92  C2 1.367, H10 1.047, H11 1.055
5 H -1.12 2.26 0.23  C1 1.155
6 H -0.64 1.57 1.93  C1 1.134
7 H 0.15 -0.63 2.31  C3 1.141
8 H 0.30 -1.85 0.99  C3 1.106
9 H 1.64 -0.81 1.50  C3 1.108
10 H 0.35 -0.11 -1.57  N4 1.047
11 H -1.25 0.25 -1.39  N4 1.055
12 O -3.24 1.24 -1.94  H13 0.969, H14 0.962
13 H -2.75 2.08 -2.02  O12 0.969
14 H -2.71 0.92 -1.19  O12 0.962
15 O 1.42 -3.72 -2.63  H16 0.937, H17 0.939
16 H 1.67 -4.32 -1.95  O15 0.937
17 H 0.48 -3.69 -2.59  O15 0.939
18 O 1.85 2.06 2.58  H19 0.922, H20 1.000
19 H 2.72 2.37 2.63  O18 0.922
20 H 1.80 1.78 1.63  O18 1.000

Here are the Mulliken charges for atoms 1 to 2, given in e: number 1, C, carries -0.97; number 2, C, carries 0.90

*C*
Molecular formula: C3H13NO3
Method: DFT, ωB97M-V with the def2-TZVPD basis set

Its spin multiplicity is 1. The HOMO energy is -7.160 eV. The total charge is 0. The gap between HOMO and LUMO comes out at 7.77 eV.

Each atom is followed by the atoms it is bonded to, with distances in Å.
CARTESIAN COORDINATES (ANGSTROEM)
1 C -2.64 -1.03 0.29  C2 1.521, H5 1.092, H6 1.091, H7 1.086
2 C -1.32 -0.28 0.10  C1 1.521, C3 1.363, H8 1.083
3 C -0.16 -0.99 0.11  C2 1.363, N4 1.380, H9 1.092
4 N 0.97 -0.75 -0.65  C3 1.380, H10 1.001, H11 1.005
5 H -3.10 -0.63 1.19  C1 1.092
6 H -3.28 -0.81 -0.57  C1 1.091
7 H -2.48 -2.10 0.34  C1 1.086
8 H -1.25 0.80 0.15  C2 1.083
9 H 0.07 -1.75 0.87  C3 1.092
10 H 1.74 -1.28 -0.31  N4 1.001
11 H 1.05 0.03 -1.28  N4 1.005
12 O -0.41 3.63 -0.75  H13 0.961, H14 0.961
13 H -0.11 4.54 -0.72  O12 0.961
14 H -0.41 3.31 0.16  O12 0.961
15 O -0.43 1.24 -2.55  H16 0.959, H17 0.963
16 H -1.11 1.23 -3.23  O15 0.959
17 H -0.80 1.40 -1.68  O15 0.963
18 O 4.43 -2.31 3.16  H19 0.958, H20 0.958
19 H 4.23 -1.44 2.81  O18 0.958
20 H 5.01 -2.79 2.56  O18 0.958

Here are the Mulliken charges for atoms 1 to 2, given in e: number 1, C, carries -1.14; number 2, C, carries -0.39

*D*
Molecular formula: C3H13NO3
Method: DFT, ωB97M-V with the def2-TZVPD basis set

Its spin multiplicity is 1. The HOMO energy is -8.081 eV. The total charge is 0. The gap between HOMO and LUMO comes out at 8.75 eV.

Each atom is followed by the atoms it is bonded to, with distances in Å.
CARTESIAN COORDINATES (ANGSTROEM)
1 C -0.12 1.17 1.61  C2 1.330, H5 1.099, H6 1.077
2 C -0.39 0.93 0.33  C1 1.330, N3 1.395, H7 1.100
3 N -1.54 0.23 -0.05  C2 1.395, C4 1.479, H8 1.010
4 C -1.93 0.44 -1.46  N3 1.479, H9 1.095, H10 1.094, H11 1.087
5 H -0.72 0.84 2.47  C1 1.099
6 H 0.76 1.74 1.88  C1 1.077
7 H 0.33 1.24 -0.43  C2 1.100
8 H -2.02 0.15 0.83  N3 1.010
9 H -2.90 0.05 -1.78  C4 1.095
10 H -1.95 1.51 -1.70  C4 1.094
11 H -1.12 0.04 -2.06  C4 1.087
12 O 2.43 4.00 0.36  H13 0.952, H14 0.963
13 H 3.25 4.43 0.13  O12 0.952
14 H 2.58 3.08 0.12  O12 0.963
15 O -0.67 -2.67 -1.17  H16 0.962, H17 0.966
16 H -0.74 -1.74 -1.42  O15 0.962
17 H 0.15 -3.07 -1.48  O15 0.966
18 O 1.77 -4.34 1.03  H19 0.960, H20 0.964
19 H 1.96 -3.50 1.46  O18 0.960
20 H 0.87 -4.55 1.32  O18 0.964

Here are the Mulliken charges for atoms 1 to 2, given in e: number 1, C, carries -0.90; number 2, C, carries 0.29

Verdict on stability: *A* comes out at the bottom.

*A*
Molecular formula: C3H13NO3
Method: DFT, ωB97M-V with the def2-TZVPD basis set

Its spin multiplicity is 1. The HOMO energy is -8.598 eV. The total charge is 0. The gap between HOMO and LUMO comes out at 9.21 eV.

Each atom is followed by the atoms it is bonded to, with distances in Å.
CARTESIAN COORDINATES (ANGSTROEM)
1 C -1.02 -0.35 -1.23  C2 1.336, H5 1.081, H6 1.078
2 C -0.60 0.81 -0.72  C1 1.336, N3 1.414, H7 1.090
3 N 0.61 1.11 -0.05  C2 1.414, C4 1.482, H8 1.010
4 C 1.87 1.42 -0.76  N3 1.482, H9 1.085, H10 1.091, H11 1.085
5 H -0.67 -1.22 -0.70  C1 1.081
6 H -1.84 -0.25 -1.92  C1 1.078
7 H -1.21 1.71 -0.87  C2 1.090
8 H 0.39 2.04 0.29  N3 1.010
9 H 1.79 2.39 -1.26  C4 1.085
10 H 2.06 0.69 -1.54  C4 1.091
11 H 2.69 1.38 -0.05  C4 1.085
12 O 0.63 -3.34 -1.30  H13 0.962, H14 0.965
13 H 1.43 -3.87 -1.31  O12 0.962
14 H 0.98 -2.45 -1.14  O12 0.965
15 O -2.34 0.79 1.92  H16 0.948, H17 0.964
16 H -1.41 0.81 1.72  O15 0.948
17 H -2.46 1.71 2.17  O15 0.964
18 O 0.04 -1.27 2.06  H19 0.966, H20 0.964
19 H -0.14 -1.15 3.00  O18 0.966
20 H -0.80 -0.97 1.69  O18 0.964

Here are the Mulliken charges for atoms 1 to 2, given in e: number 1, C, carries -0.49; number 2, C, carries -0.21

*B*
Molecular formula: C3H13NO3
Method: DFT, ωB97M-V with the def2-TZVPD basis set

Its spin multiplicity is 1. The HOMO energy is -10.284 eV. The total charge is 0. The gap between HOMO and LUMO comes out at 10.91 eV.

Each atom is followed by the atoms it is bonded to, with distances in Å.
CARTESIAN COORDINATES (ANGSTROEM)
1 C 0.64 2.80 -0.41  C2 1.576, H6 1.084, H7 1.097, H8 1.109
2 C 1.44 1.81 -1.34  C1 1.576, N3 1.528, H9 1.101, H10 1.087
3 N 0.89 0.40 -1.53  C2 1.528, C4 1.469, H11 1.025
4 C 0.13 -0.14 -0.39  N3 1.469, O5 1.438, H12 1.115, H13 1.084
5 O -0.31 -1.48 -0.62  C4 1.438, H14 0.986
6 H 1.19 3.66 -0.06  C1 1.084
7 H 0.16 2.14 0.32  C1 1.097
8 H -0.24 3.09 -1.02  C1 1.109
9 H 1.49 2.35 -2.30  C2 1.101
10 H 2.49 1.66 -1.07  C2 1.087
11 H 0.07 0.53 -2.14  N3 1.025
12 H -0.78 0.37 0.01  C4 1.115
13 H 0.78 -0.15 0.48  C4 1.084
14 H 0.13 -1.72 -1.47  O5 0.986
15 O -1.38 -3.24 1.05  H16 0.966, H17 0.959
16 H -0.84 -2.73 0.42  O15 0.966
17 H -2.31 -3.21 0.81  O15 0.959
18 O -1.09 -1.86 3.46  H19 1.018, H20 0.965
19 H -0.79 -1.69 2.50  O18 1.018
20 H -1.69 -2.60 3.30  O18 0.965

Here are the Mulliken charges for atoms 1 to 2, given in e: number 1, C, carries -0.92; number 2, C, carries -0.51

Verdict on stability: *A* comes out at the bottom.

*A*
Molecular formula: C3H13NO3
Method: DFT, ωB97M-V with the def2-TZVPD basis set

Its spin multiplicity is 1. The HOMO energy is -8.302 eV. The total charge is 0. The gap between HOMO and LUMO comes out at 8.91 eV.

Each atom is followed by the atoms it is bonded to, with distances in Å.
CARTESIAN COORDINATES (ANGSTROEM)
1 C 3.06 -2.40 -2.26  C2 1.527, H5 1.089, H6 1.089, H7 1.091
2 C 1.54 -2.30 -2.42  C1 1.527, C3 1.315, H8 1.085
3 C 0.70 -2.27 -1.41  C2 1.315, N4 1.410, H9 1.089
4 N -0.71 -2.29 -1.46  C3 1.410, H10 1.008, H11 1.013
5 H 3.34 -1.91 -1.33  C1 1.089
6 H 3.30 -3.46 -2.31  C1 1.089
7 H 3.49 -1.90 -3.12  C1 1.091
8 H 1.18 -2.22 -3.44  C2 1.085
9 H 1.03 -2.19 -0.38  C3 1.089
10 H -1.09 -2.76 -0.65  N4 1.008
11 H -1.01 -2.71 -2.33  N4 1.013
12 O -1.86 1.21 -0.72  H13 0.966, H14 0.965
13 H -1.38 0.38 -0.58  O12 0.966
14 H -1.81 1.66 0.13  O12 0.965
15 O -1.76 3.12 2.11  H16 0.971, H17 0.968
16 H -1.00 3.18 2.72  O15 0.971
17 H -1.41 2.67 1.33  O15 0.968
18 O -0.18 3.21 4.39  H19 0.964, H20 0.965
19 H -0.91 2.60 4.58  O18 0.964
20 H 0.03 3.63 5.23  O18 0.965

Here are the Mulliken charges for atoms 1 to 2, given in e: number 1, C, carries -1.01; number 2, C, carries -0.22

*B*
Molecular formula: C3H13NO3
Method: DFT, ωB97M-V with the def2-TZVPD basis set

Its spin multiplicity is 1. The HOMO energy is -9.868 eV. The total charge is 0. The gap between HOMO and LUMO comes out at 10.52 eV.

Each atom is followed by the atoms it is bonded to, with distances in Å.
CARTESIAN COORDINATES (ANGSTROEM)
1 C -1.05 -1.01 -1.18  N2 1.275, H5 1.089, H6 1.121
2 N -0.21 -0.45 -0.41  C1 1.275, C3 1.435
3 C -0.71 -0.15 0.90  N2 1.435, C4 1.526, H7 1.096, H8 1.169
4 C -1.06 -1.43 1.65  C3 1.526, H9 1.057, H10 1.066, H11 1.151
5 H -2.12 -0.98 -0.97  C1 1.089
6 H -0.66 -1.37 -2.17  C1 1.121
7 H -0.10 0.34 1.67  C3 1.096
8 H -1.55 0.66 0.93  C3 1.169
9 H -1.12 -2.32 1.08  C4 1.057
10 H -0.36 -1.67 2.41  C4 1.066
11 H -2.09 -1.27 2.14  C4 1.151
12 O -0.12 2.79 0.95  H13 0.995, H14 0.998
13 H 0.51 2.19 0.47  O12 0.995
14 H 0.22 3.68 1.25  O12 0.998
15 O 2.61 -0.75 -1.50  H16 0.957, H17 1.012
16 H 2.00 -0.89 -0.77  O15 0.957
17 H 2.78 -1.72 -1.71  O15 1.012
18 O 1.19 1.78 -1.37  H19 0.999, H20 0.908
19 H 0.26 1.42 -1.48  O18 0.999
20 H 1.58 1.16 -1.90  O18 0.908

Here are the Mulliken charges for atoms 1 to 2, given in e: number 1, C, carries -0.52; number 2, N, carries -0.09

*C*
Molecular formula: C3H13NO3
Method: DFT, ωB97M-V with the def2-TZVPD basis set

Its spin multiplicity is 1. The HOMO energy is -9.358 eV. The total charge is 0. The gap between HOMO and LUMO comes out at 9.50 eV.

Each atom is followed by the atoms it is bonded to, with distances in Å.
CARTESIAN COORDINATES (ANGSTROEM)
1 C 1.69 0.95 -0.06  N2 1.457, H6 1.090, H7 1.106, H8 1.122
2 N 0.38 0.42 -0.43  C1 1.457, C3 1.488, H9 1.012
3 C 0.62 -0.52 -1.55  N2 1.488, C4 1.553, H10 1.082, H11 1.104
4 C 0.86 0.24 -2.88  C3 1.553, O5 1.408, H12 1.102, H13 1.091
5 O -0.31 0.28 -3.66  C4 1.408, H14 0.963
6 H 2.00 1.75 -0.73  C1 1.090
7 H 1.59 1.60 0.83  C1 1.106
8 H 2.49 0.18 0.13  C1 1.122
9 H -0.16 -0.04 0.30  N2 1.012
10 H -0.16 -1.25 -1.72  C3 1.082
11 H 1.53 -1.09 -1.30  C3 1.104
12 H 1.74 -0.10 -3.45  C4 1.102
13 H 1.12 1.27 -2.62  C4 1.091
14 H -1.05 0.50 -3.09  O5 0.963
15 O -1.06 -1.95 3.53  H16 0.961, H17 0.962
16 H -0.57 -1.52 2.82  O15 0.961
17 H -0.46 -1.82 4.27  O15 0.962
18 O -3.68 0.55 3.42  H19 0.958, H20 0.965
19 H -3.55 -0.40 3.36  O18 0.958
20 H -3.02 0.96 2.85  O18 0.965

Here are the Mulliken charges for atoms 1 to 2, given in e: number 1, C, carries -0.92; number 2, N, carries -0.38

Verdict on stability: *B* comes out at the bottom.

*A*
Molecular formula: C3H13NO3
Method: DFT, ωB97M-V with the def2-TZVPD basis set

Its spin multiplicity is 1. The HOMO energy is -10.263 eV. The total charge is 0. The gap between HOMO and LUMO comes out at 10.88 eV.

Each atom is followed by the atoms it is bonded to, with distances in Å.
CARTESIAN COORDINATES (ANGSTROEM)
1 C 0.56 2.95 1.99  C2 1.334, H5 1.086, H6 1.085
2 C 0.59 1.94 1.13  C1 1.334, C3 1.524, H7 1.090
3 C 1.13 0.56 1.50  C2 1.524, N4 1.532, H8 1.087, H9 1.087
4 N 0.04 -0.40 1.01  C3 1.532, H10 1.011, H11 1.021
5 H 0.31 3.94 1.62  C1 1.086
6 H 0.96 2.77 2.98  C1 1.085
7 H 0.58 2.17 0.06  C2 1.090
8 H 1.99 0.42 0.85  C3 1.087
9 H 1.24 0.51 2.58  C3 1.087
10 H -0.51 -0.42 1.86  N4 1.011
11 H 0.48 -1.32 0.89  N4 1.021
12 O 0.63 -1.40 -3.67  H13 0.970, H14 0.955
13 H -0.02 -0.96 -3.10  O12 0.970
14 H 0.75 -2.25 -3.25  O12 0.955
15 O -1.60 -3.15 -0.73  H16 0.954, H17 0.969
16 H -2.55 -3.13 -0.74  O15 0.954
17 H -1.34 -2.27 -1.05  O15 0.969
18 O -1.15 -0.29 -1.54  H19 0.965, H20 0.972
19 H -1.34 0.63 -1.75  O18 0.965
20 H -0.74 -0.30 -0.66  O18 0.972

Here are the Mulliken charges for atoms 1 to 2, given in e: number 1, C, carries -0.69; number 2, C, carries -0.08

*B*
Molecular formula: C3H13NO3
Method: DFT, ωB97M-V with the def2-TZVPD basis set

Its spin multiplicity is 1. The HOMO energy is -7.853 eV. The total charge is 0. The gap between HOMO and LUMO comes out at 8.44 eV.

Each atom is followed by the atoms it is bonded to, with distances in Å.
CARTESIAN COORDINATES (ANGSTROEM)
1 C 2.27 0.13 1.47  C2 1.365, H5 1.068, H6 1.210
2 C 2.14 0.39 0.14  C1 1.365, N3 1.463, H7 1.103
3 N 0.89 0.35 -0.62  C2 1.463, C4 1.465, H8 1.035
4 C 0.95 0.34 -2.08  N3 1.465, H9 1.084, H10 1.110, H11 1.095
5 H 1.53 -0.39 2.04  C1 1.068
6 H 3.18 0.61 2.12  C1 1.210
7 H 3.03 0.65 -0.45  C2 1.103
8 H 0.28 -0.46 -0.41  N3 1.035
9 H 0.93 -0.69 -2.39  C4 1.084
10 H 1.83 0.97 -2.33  C4 1.110
11 H 0.08 0.80 -2.57  C4 1.095
12 O -1.63 1.64 0.59  H13 0.980, H14 0.962
13 H -2.03 1.92 -0.26  O12 0.980
14 H -0.88 2.12 0.97  O12 0.962
15 O -0.74 -2.17 0.03  H16 0.980, H17 1.004
16 H -1.18 -2.97 -0.32  O15 0.980
17 H -1.22 -1.81 0.84  O15 1.004
18 O -3.23 -0.87 0.94  H19 0.981, H20 0.994
19 H -2.59 -0.21 0.60  O18 0.981
20 H -3.63 -0.34 1.68  O18 0.994

Here are the Mulliken charges for atoms 1 to 2, given in e: number 1, C, carries -0.78; number 2, C, carries 0.07

*C*
Molecular formula: C3H13NO3
Method: DFT, ωB97M-V with the def2-TZVPD basis set

Its spin multiplicity is 1. The HOMO energy is -7.608 eV. The total charge is 0. The gap between HOMO and LUMO comes out at 8.12 eV.

Each atom is followed by the atoms it is bonded to, with distances in Å.
CARTESIAN COORDINATES (ANGSTROEM)
1 C 1.66 1.01 -1.43  C2 1.344, H5 1.123, H6 1.046
2 C 1.37 1.24 -0.13  C1 1.344, N3 1.425, H7 1.179
3 N 0.15 1.75 0.40  C2 1.425, C4 1.477, H8 1.032
4 C 0.12 2.20 1.80  N3 1.477, H9 1.172, H10 1.126, H11 1.093
5 H 1.13 1.52 -2.28  C1 1.123
6 H 1.92 0.01 -1.57  C1 1.046
7 H 2.16 1.14 0.74  C2 1.179
8 H -0.70 1.24 0.11  N3 1.032
9 H -0.20 1.35 2.55  C4 1.172
10 H -0.89 2.70 1.80  C4 1.126
11 H 0.95 2.76 2.23  C4 1.093
12 O 1.46 -2.45 -0.43  H13 0.967, H14 0.908
13 H 1.93 -3.23 -0.12  O12 0.967
14 H 1.88 -1.65 -0.27  O12 0.908
15 O -2.61 0.04 -0.65  H16 0.916, H17 1.047
16 H -2.57 -0.83 -0.95  O15 0.916
17 H -3.38 -0.02 0.05  O15 1.047
18 O -1.79 -2.73 -0.65  H19 0.969, H20 1.064
19 H -1.07 -2.62 -1.29  O18 0.969
20 H -1.50 -3.43 0.09  O18 1.064

Here are the Mulliken charges for atoms 1 to 2, given in e: number 1, C, carries -0.60; number 2, C, carries -0.13

Verdict on stability: *C* comes out at the bottom.